Formula: C40H41AsClIN2O2PPd
Source: OMol25
Level of theory: wB97M-V/def2-TZVPD

Properties
- HOMO (alpha / beta) (eV) = -10.235 / -10.237
- HOMO-LUMO gap (alpha / beta) (hartree) = 0.2345 / 0.2347
- M (g mol⁻¹) = 956.5
- net charge = +1
- E (hartree) = -5271.54681

Cartesian coordinates (Å):
Pd: -0.27385 -0.22101 0.19686
Cl: -0.11123 -0.65048 2.66112
C: -1.40666 -1.80134 3.04318
C: -1.75930 -1.91580 4.37179
C: -2.78752 -2.78632 4.70769
C: -3.43943 -3.50976 3.72032
C: -3.05663 -3.37837 2.39248
C: -2.01591 -2.52608 2.03199
P: -1.45356 -2.33130 0.31660
C: -2.77819 -3.00362 -0.69967
C: -2.74590 -4.28406 -1.24222
C: -3.85035 -4.76271 -1.93631
C: -4.97702 -3.96805 -2.09177
C: -5.00402 -2.68263 -1.56408
C: -3.90504 -2.19867 -0.87488
C: -0.10228 -3.52399 0.14750
C: 0.20275 -4.48923 1.10083
C: 1.21374 -5.41136 0.85284
C: 1.91328 -5.37156 -0.34413
C: 1.60907 -4.40761 -1.29958
C: 0.60662 -3.48266 -1.05529
H: -1.25000 -1.33258 5.12717
H: -3.07955 -2.88817 5.74427
H: -4.24790 -4.17912 3.98180
H: -3.56312 -3.94962 1.62432
H: -1.87278 -4.91332 -1.12389
H: -3.82629 -5.75954 -2.35662
H: -5.83432 -4.34750 -2.63240
H: -5.87656 -2.05697 -1.69827
H: -3.91644 -1.19231 -0.46929
H: -0.34329 -4.52651 2.03572
H: 1.44737 -6.16565 1.59315
H: 2.69952 -6.09074 -0.53376
H: 2.15155 -4.38218 -2.23629
H: 0.35643 -2.73048 -1.79673
I: 2.74442 6.16287 -0.94282
C: 1.79229 4.39743 -1.48312
C: 1.89198 3.92730 -2.79126
C: 1.24685 2.75359 -3.15463
C: 0.53226 2.02619 -2.20850
C: 0.45608 2.51093 -0.91395
C: 1.06388 3.69715 -0.53143
C: -0.17922 0.76478 -2.62150
O: -0.56858 0.65111 -3.75857
O: -0.30549 -0.24002 -1.75861
H: 2.46423 4.48003 -3.52374
H: 1.28748 2.39311 -4.17478
H: -0.12013 1.91393 -0.22726
H: 0.97718 4.06556 0.48200
C: 3.05225 -1.76470 1.07082
As: 2.25422 -0.34373 0.03283
C: 2.85799 -0.70873 -1.76432
C: 3.37251 1.18926 0.51865
C: 4.83933 0.88310 0.43006
C: 5.53118 1.08659 -0.76200
C: 6.88385 0.79107 -0.85500
C: 7.56587 0.29488 0.24785
C: 6.88938 0.10496 1.44500
C: 5.53636 0.39782 1.53351
H: 4.05044 -1.96737 0.68752
H: 2.43553 -2.65931 1.00386
H: 3.11898 -1.45626 2.11306
H: 3.86010 -1.13126 -1.72559
H: 2.86816 0.22403 -2.32649
H: 2.16941 -1.39407 -2.24951
H: 3.08228 1.48978 1.52574
H: 3.09357 1.98533 -0.17108
H: 5.01002 1.49865 -1.61909
H: 7.40712 0.95685 -1.78783
H: 8.62287 0.07331 0.17943
H: 7.41810 -0.26465 2.31411
H: 5.01911 0.26305 2.47716
N: -2.16114 1.15232 0.78843
C: -2.67712 2.17243 0.58863
N: -3.26239 3.30767 0.31042
C: -4.03558 4.06565 1.30474
C: -3.48977 5.48255 1.40012
C: -3.44583 6.14054 0.02122
C: -2.62228 5.30093 -0.95487
C: -3.17140 3.88653 -1.04272
H: -3.98389 3.54399 2.25791
H: -5.07998 4.08145 0.97911
H: -2.48072 5.44707 1.82156
H: -4.11469 6.05637 2.08633
H: -3.02532 7.14285 0.09943
H: -4.46602 6.24910 -0.36268
H: -1.58092 5.25902 -0.62018
H: -2.62986 5.74346 -1.95219
H: -2.54156 3.24356 -1.65535
H: -4.17653 3.89319 -1.47489



Formula: C5H12N2O
Source: OMol25
Level of theory: wB97M-V/def2-TZVPD

Properties
- HOMO (eV) = -8.623
- HOMO-LUMO gap (hartree) = 0.3481
- M (g mol⁻¹) = 116.2
- net charge = 0
- E (hartree) = -382.37060

Cartesian coordinates (Å):
C: 0.26905 0.55750 1.79868
C: 0.55745 0.55677 -0.94458
C: 0.46724 -1.69827 0.01538
N: -0.03929 -0.33327 0.06083
N: 1.99879 0.42277 -0.95710
C: -1.49089 -0.23900 0.14123
C: -2.30406 0.58343 -0.51178
O: -0.44234 1.56093 1.63437
H: -0.10735 -0.27017 2.41689
H: 1.37264 0.56985 1.74555
H: 2.41045 0.95944 -0.20086
H: 2.37850 0.76777 -1.82788
H: 0.21430 1.56889 -0.68593
H: 0.17124 0.28809 -1.93808
H: -1.90100 -1.10112 0.66744
H: 0.26737 -2.19597 0.96364
H: -0.01720 -2.25491 -0.79333
H: 1.54089 -1.66896 -0.16392
H: -1.97775 1.47551 -1.00375
H: -3.36804 0.45072 -0.41682



Formula: C4H6N2
Source: OMol25
Level of theory: wB97M-V/def2-TZVPD

Properties
- HOMO (eV) = -8.722
- HOMO-LUMO gap (hartree) = 0.3578
- M (g mol⁻¹) = 82.1
- net charge = 0
- E (hartree) = -265.42743

Cartesian coordinates (Å):
N: 1.79746 0.39312 -0.83360
C: 0.63953 0.02773 -0.09773
C: 0.09860 -1.35409 -0.15347
N: -1.21066 -1.12185 0.14035
C: -1.57379 0.22696 0.28911
C: -0.47125 0.98404 0.12851
H: 2.33602 -0.44148 -1.04811
H: 2.37980 1.05106 -0.32789
H: 0.87592 -0.47034 0.93984
H: -1.86708 -1.87601 0.28098
H: -2.59721 0.51521 0.51135
H: -0.40732 2.06566 0.17067



Formula: O3S
Source: OMol25
Level of theory: wB97M-V/def2-TZVPD

Properties
- HOMO (eV) = -11.107
- HOMO-LUMO gap (hartree) = 0.2033
- M (g mol⁻¹) = 80.1
- net charge = 0
- structure (SMILES) = O=S(=O)=O
- E (hartree) = -623.63937

Cartesian coordinates (Å):
O: 0.44734 -0.40017 -1.17445
O: 0.54068 0.96358 0.54053
O: -0.51350 -0.77448 0.82320
S: -0.47452 0.21107 -0.18928



Formula: CH5N3O
Source: OMol25
Level of theory: wB97M-V/def2-TZVPD

Properties
- HOMO (eV) = -8.978
- HOMO-LUMO gap (hartree) = 0.3552
- M (g mol⁻¹) = 75.1
- net charge = 0
- structure (SMILES) = N/N=C\NO
- E (hartree) = -280.40285

Cartesian coordinates (Å):
C: 0.06621 0.60658 -0.11880
H: -1.33269 -0.98564 -0.76412
H: -3.03533 -0.40565 -0.05833
H: 0.61183 1.72210 -0.03913
H: 0.51524 -1.12009 0.98216
H: 2.08881 0.51159 0.79073
N: -1.93510 -0.54914 0.07399
N: -1.31116 0.78669 0.05815
N: 0.85702 -0.69168 -0.07626
O: 2.18494 -0.02286 -0.07371



Formula: C6H7ClN2OS
Source: OMol25
Level of theory: wB97M-V/def2-TZVPD

Properties
- HOMO (alpha / beta) (eV) = -8.709 / -8.423
- HOMO-LUMO gap (alpha / beta) (hartree) = 0.3416 / 0.2199
- M (g mol⁻¹) = 190.7
- <S²> = 2.01
- multiplicity = 3
- net charge = 0
- E (hartree) = -1275.78519

Cartesian coordinates (Å):
C: 2.06701 1.47679 1.90621
C: 0.96539 0.86236 1.25471
C: 1.56135 -0.03564 0.36605
C: 0.93068 -0.56102 -0.90389
C: -0.59750 -0.13158 -0.82824
C: -1.06138 0.19239 0.60178
N: 3.16118 0.94008 1.49241
N: 2.89570 0.15249 0.45528
O: -0.32929 1.21402 1.26729
S: 3.92616 -1.67329 -1.19751
Cl: 4.96786 -2.41139 0.28261
H: 2.14866 2.27044 2.65805
H: 1.51219 -0.13406 -1.73350
H: 0.98248 -1.64296 -0.95142
H: -0.87945 0.75923 -1.32739
H: -1.10273 -0.89384 -1.23648
H: -2.11164 0.63805 0.61077
H: -0.85652 -0.88030 1.05932



Formula: BrH10O5
Source: OMol25
Level of theory: wB97M-V/def2-TZVPD

Properties
- HOMO (eV) = -5.442
- HOMO-LUMO gap (hartree) = 0.3284
- M (g mol⁻¹) = 170.0
- net charge = -1
- E (hartree) = -2956.32483

Cartesian coordinates (Å):
Br: 0.58506 -0.79306 -0.14119
O: -1.23894 0.68494 2.09081
H: -0.60294 1.37894 2.30281
H: -0.69894 0.19094 1.50081
O: 1.56206 1.82794 1.98781
H: 2.53106 2.06194 2.02381
H: 1.48306 1.03494 1.46581
O: 1.69906 0.75294 -2.80719
H: 1.24706 -0.09006 -2.66419
H: 1.03006 1.31594 -2.51119
O: -1.49594 -2.54106 1.49381
H: -0.74494 -2.07406 1.15181
H: -1.39394 -2.52506 2.45081
O: -1.35494 -0.70906 -2.98219
H: -1.69294 0.13094 -3.23419
H: -0.91394 -0.64706 -2.12819



Formula: C16H29FeNO4S6
Source: OMol25
Level of theory: wB97M-V/def2-TZVPD

Properties
- HOMO (alpha / beta) (eV) = -8.345 / -8.338
- HOMO-LUMO gap (alpha / beta) (hartree) = 0.3135 / 0.3132
- M (g mol⁻¹) = 547.7
- net charge = 0
- E (hartree) = -4635.57388

Cartesian coordinates (Å):
Fe: -0.18936 -1.13257 0.41448
C: -0.60856 1.10833 3.49268
C: -1.88876 1.34343 2.71458
S: -1.65946 1.48433 0.91128
C: -1.33676 3.28713 0.70558
C: 0.08414 3.72963 0.99838
S: 1.29804 2.76323 0.01118
C: 2.59734 2.52133 1.27758
C: 3.44724 1.30573 0.96638
S: 2.52194 -0.29087 0.74348
C: 2.67574 -1.01277 2.40678
C: 1.81184 -0.37607 3.47738
S: 0.01874 -0.59427 3.13178
H: -0.80796 1.17383 4.56248
H: 0.15934 1.83023 3.22988
H: -2.40296 2.23793 3.06298
H: -2.54746 0.48363 2.82858
H: -2.04336 3.82503 1.33748
H: -1.57926 3.48363 -0.33782
H: 0.31974 3.60003 2.05378
H: 0.19924 4.78403 0.74348
H: 2.10414 2.42023 2.24208
H: 3.22504 3.41463 1.29178
H: 4.19424 1.16333 1.74528
H: 3.95694 1.45233 0.01678
H: 3.72604 -0.97387 2.69908
H: 2.37924 -2.04877 2.23948
H: 2.02054 0.68663 3.57538
H: 2.00594 -0.85817 4.43598
O: 0.33074 -4.88527 0.23098
S: 0.15574 -3.46687 0.30998
O: -0.50796 -3.00077 1.56538
O: 1.42824 -2.67497 0.25658
O: -0.68896 -2.90317 -0.79962
C: 0.33974 -0.33227 -6.02482
C: 0.34244 -0.30017 -4.52992
C: -0.35916 0.66293 -3.81292
C: -0.33216 0.62473 -2.43052
N: 0.34164 -0.28417 -1.74222
C: 1.02284 -1.20597 -2.41512
C: 1.04394 -1.25437 -3.79752
H: -0.17566 0.53253 -6.43712
H: -0.15866 -1.23607 -6.37402
H: 1.35934 -0.35247 -6.40632
H: -0.92566 1.42443 -4.32652
H: -0.86566 1.35453 -1.83702
H: 1.54454 -1.93297 -1.81072
H: 1.58774 -2.03577 -4.30512
C: -3.32056 -3.19447 0.66898
S: -3.09846 -1.40027 0.63338
C: -3.16456 -1.13167 -1.16062
H: -4.25066 -3.44367 0.16248
H: -3.35916 -3.50127 1.70778
H: -2.45516 -3.64057 0.18688
H: -2.41496 -1.77147 -1.61832
H: -2.94216 -0.08787 -1.34832
H: -4.15866 -1.37367 -1.52362



> Which of these has the highest M?

C40H41AsClIN2O2PPd